CH3NO4S in the gas phase in a non-equilibrium geometry. Source: the OMol25 dataset; level of theory: ωB97M-V/def2-TZVPD.

As for the expectation value of S²: 2.017. The calculation puts the LUMO energy (spin up / spin down) at 0.0247 / -0.1562 hartree. The gap between HOMO and LUMO (spin up / spin down) is 8.47 / 6.11 eV. Its electronic energy is -793.5669 Ha. As for the spin multiplicity: 3. Its HOMO energy (spin up / spin down) is -7.80 / -10.36 eV. Its charge is 0. The relative energy (zero: lowest compared OMol25 entry of this formula, charge and spin) is 114.2 kJ/mol.

Atoms and positions in Å:
H  -2.507  0.421  -0.346
S  0.354  0.597  0.053
C  1.841  -0.439  0.496
O  0.170  0.655  -1.364
N  -2.057  -0.488  -0.285
H  2.145  -0.296  1.539
O  0.407  1.813  0.799
H  -1.685  -0.735  -1.198
O  2.364  -1.107  -0.318
O  -1.031  -0.422  0.624


CH3NOS in the gas phase in a non-equilibrium geometry. Source: the OMol25 dataset; level of theory: ωB97M-V/def2-TZVPD.

The calculation puts the LUMO energy at -0.0207 hartree. The gap between HOMO and LUMO is 8.74 eV. Its electronic energy is -567.9502 Ha. As for the spin multiplicity: 1. Its SMILES is ONC=S. Its HOMO energy is -9.30 eV. Its charge is 0. The relative energy (zero: lowest compared OMol25 entry of this formula, charge and spin) is 395.3 kJ/mol.

Atoms and positions in Å:
C  -0.663  -1.252  0.246
O  0.393  0.930  -0.392
H  -0.788  -0.891  -0.764
H  1.172  1.384  -0.082
S  -1.198  -2.411  1.187
N  0.106  0.206  0.904
H  -0.700  0.706  1.289


CH3NOS2 in the gas phase in a non-equilibrium geometry. Source: the OMol25 dataset; level of theory: ωB97M-V/def2-TZVPD.

The calculation puts the LUMO energy at -0.0146 hartree. The gap between HOMO and LUMO is 7.81 eV. Its electronic energy is -966.2064 Ha. As for the spin multiplicity: 1. Its SMILES is O[C@H]1NSS1. Its HOMO energy is -8.21 eV. Its charge is 0. The relative energy (zero: lowest compared OMol25 entry of this formula, charge and spin) is 111.2 kJ/mol.

Atoms and positions in Å:
O  0.272  0.287  0.987
C  -0.446  0.299  -0.214
N  -1.110  -0.947  -0.508
S  -2.656  -0.777  0.248
H  -0.546  -1.807  -0.326
S  -2.086  1.271  -0.174
H  -0.102  0.642  1.797
H  0.167  0.894  -0.938


CH3NOS2 in the gas phase in a non-equilibrium geometry. Source: the OMol25 dataset; level of theory: ωB97M-V/def2-TZVPD.

The calculation puts the LUMO energy at -0.0353 hartree. The gap between HOMO and LUMO is 7.51 eV. Its electronic energy is -966.0709 Ha. As for the spin multiplicity: 1. Its HOMO energy is -8.48 eV. Its charge is 0. The relative energy (zero: lowest compared OMol25 entry of this formula, charge and spin) is 466.9 kJ/mol.

Atoms and positions in Å:
H  1.187  -1.043  1.005
H  0.523  2.099  0.297
H  1.362  -1.429  -0.789
O  -1.095  1.288  -0.399
C  0.664  -1.109  0.009
S  -1.005  -1.379  -0.322
S  -1.810  0.115  0.714
N  0.173  1.457  -0.515


2 unconnected molecules or ions with the total composition CH3NOS2 in a non-equilibrium geometry. Source: the OMol25 dataset; level of theory: ωB97M-V/def2-TZVPD.

The calculation puts the LUMO energy at 0.0102 hartree. The gap between HOMO and LUMO is 8.91 eV. Its electronic energy is -966.1845 Ha. As for the spin multiplicity: 1. Its HOMO energy is -8.63 eV. Its charge is 0. The relative energy (zero: lowest compared OMol25 entry of this formula, charge and spin) is 168.7 kJ/mol.

Atoms and positions in Å:
H  -2.355  1.411  0.627
S  -1.749  -1.126  -0.342
S  -1.116  0.596  0.542
N  1.706  -0.134  -0.268
O  -0.429  1.657  -0.583
C  1.767  -1.190  0.223
H  1.925  -2.157  0.737
H  0.250  0.944  -0.936


2 unconnected molecules or ions with the total composition CH3NS2 in a non-equilibrium geometry. Source: the OMol25 dataset; level of theory: ωB97M-V/def2-TZVPD.

The calculation puts the LUMO energy at 0.0128 hartree. The gap between HOMO and LUMO is 10.03 eV. Its electronic energy is -890.9968 Ha. As for the spin multiplicity: 1. Its SMILES is N=C=S.S. Its HOMO energy is -9.69 eV. Its charge is 0. The relative energy (zero: lowest compared OMol25 entry of this formula, charge and spin) is 82.6 kJ/mol.

Atoms and positions in Å:
S  3.090  0.375  0.625
N  1.809  1.443  -1.534
H  -0.136  -1.178  0.667
S  -0.715  -2.251  0.422
H  -0.571  -2.569  1.701
H  2.066  2.139  -2.193
C  2.567  0.936  -0.693


2 unconnected molecules or ions with the total composition CH3NS2 in a non-equilibrium geometry. Source: the OMol25 dataset; level of theory: ωB97M-V/def2-TZVPD.

The calculation puts the LUMO energy (spin up / spin down) at -0.0260 / -0.0260 hartree. The gap between HOMO and LUMO (spin up / spin down) is 7.46 / 7.46 eV. Its electronic energy is -890.8811 Ha. As for the spin multiplicity: 1. Its HOMO energy (spin up / spin down) is -8.17 / -8.17 eV. Its charge is 0. The relative energy (zero: lowest compared OMol25 entry of this formula, charge and spin) is 386.5 kJ/mol.

Atoms and positions in Å:
H  -1.194  -1.257  0.976
C  -0.727  -0.367  1.174
H  1.551  -0.639  -2.057
S  0.285  -0.020  -1.930
N  0.671  0.309  -0.332
S  -1.081  0.694  2.277
H  0.495  1.280  -0.107


CH3NS2 in the gas phase in a non-equilibrium geometry. Source: the OMol25 dataset; level of theory: ωB97M-V/def2-TZVPD.

The calculation puts the LUMO energy at 0.0274 hartree. The gap between HOMO and LUMO is 9.16 eV. Its electronic energy is -890.9469 Ha. As for the spin multiplicity: 1. Its SMILES is S/C=N/S. Its HOMO energy is -8.41 eV. Its charge is 0. The relative energy (zero: lowest compared OMol25 entry of this formula, charge and spin) is 213.7 kJ/mol.

Atoms and positions in Å:
C  0.739  -0.454  0.320
S  -0.732  -0.082  -1.887
S  0.544  -0.125  2.001
H  -0.427  0.478  1.412
H  -1.459  1.055  -1.681
N  -0.193  0.197  -0.270
H  1.528  -1.069  0.105


A molecular structure, CH3NS2 in a non-equilibrium geometry. Source: the OMol25 dataset; level of theory: ωB97M-V/def2-TZVPD.

The calculation puts the LUMO energy (spin up / spin down) at -0.0588 / -0.0588 hartree. The gap between HOMO and LUMO (spin up / spin down) is 6.27 / 6.27 eV. Its electronic energy is -890.8584 Ha. As for the spin multiplicity: 1. Its HOMO energy (spin up / spin down) is -7.87 / -7.87 eV. Its charge is 0. The relative energy (zero: lowest compared OMol25 entry of this formula, charge and spin) is 446.2 kJ/mol.

Atoms and positions in Å:
S  1.718  1.283  0.876
H  -2.207  -1.401  1.594
S  -0.746  -0.624  0.088
N  -1.392  -0.709  1.478
H  1.276  0.607  -2.492
C  0.478  0.430  0.313
H  0.874  0.414  -1.857


A molecular structure, CH3NS2 in a non-equilibrium geometry. Source: the OMol25 dataset; level of theory: ωB97M-V/def2-TZVPD.

As for the expectation value of S²: 2.040. The calculation puts the LUMO energy (spin up / spin down) at -0.0285 / -0.0641 hartree. The gap between HOMO and LUMO (spin up / spin down) is 6.68 / 7.01 eV. Its electronic energy is -890.8363 Ha. As for the spin multiplicity: 3. Its HOMO energy (spin up / spin down) is -7.45 / -8.75 eV. Its charge is 0. The relative energy (zero: lowest compared OMol25 entry of this formula, charge and spin) is 202.6 kJ/mol.

Atoms and positions in Å:
S  0.223  0.822  -1.228
N  -0.858  -0.153  -0.377
H  -0.423  -0.965  0.033
S  2.289  3.601  -0.864
H  -1.124  0.394  0.416
C  1.215  1.541  -0.153
H  1.399  1.499  0.883


A gas-phase ion, CH3O2 (charge -1) in a non-equilibrium geometry. Source: the OMol25 dataset; level of theory: ωB97M-V/def2-TZVPD.

The calculation puts the LUMO energy at 0.1849 hartree. The gap between HOMO and LUMO is 7.43 eV. Its electronic energy is -190.3656 Ha. As for the spin multiplicity: 1. Its SMILES is [O-]CO. Its HOMO energy is -2.40 eV. Its charge is -1. The relative energy (zero: lowest compared OMol25 entry of this formula, charge and spin) is 20.5 kJ/mol.

Atoms and positions in Å:
H  1.394  0.347  0.134
H  0.170  0.942  -1.176
O  -0.495  0.755  0.769
H  -1.082  0.043  1.064
O  0.157  -1.064  -0.513
C  0.397  0.218  -0.366


2 unconnected molecules or ions with the total composition CH3O2 in a non-equilibrium geometry. Source: the OMol25 dataset; level of theory: ωB97M-V/def2-TZVPD.

As for the expectation value of S²: 0.753. The calculation puts the LUMO energy (spin up / spin down) at 0.0102 / -0.0719 hartree. The gap between HOMO and LUMO (spin up / spin down) is 10.90 / 8.67 eV. Its electronic energy is -190.2254 Ha. As for the spin multiplicity: 2. Its HOMO energy (spin up / spin down) is -10.63 / -10.63 eV. Its charge is 0. The relative energy (zero: lowest compared OMol25 entry of this formula, charge and spin) is 139.0 kJ/mol.

Atoms and positions in Å:
H  0.894  -0.066  0.563
C  -0.116  -0.564  1.134
H  0.303  -0.952  2.153
O  0.447  1.364  -2.666
O  -1.304  -0.672  0.799
H  -0.224  0.890  -1.984


2 unconnected molecules or ions with the total composition CH3O2P in a non-equilibrium geometry. Source: the OMol25 dataset; level of theory: ωB97M-V/def2-TZVPD.

The calculation puts the LUMO energy (spin up / spin down) at -0.0684 / -0.0731 hartree. The gap between HOMO and LUMO (spin up / spin down) is 7.15 / 6.14 eV. Its electronic energy is -531.6061 Ha. As for the spin multiplicity: 1. Its HOMO energy (spin up / spin down) is -9.01 / -8.13 eV. Its charge is 0. The relative energy (zero: lowest compared OMol25 entry of this formula, charge and spin) is 392.3 kJ/mol.

Atoms and positions in Å:
H  -0.826  -0.063  -0.594
H  -0.378  -0.466  1.201
O  0.762  -1.416  -0.065
H  0.470  0.824  0.147
C  0.064  -0.287  0.170
P  0.637  -2.954  -2.208
O  1.258  -4.148  -1.741


A molecular structure, CH3O2S in a non-equilibrium geometry. Source: the OMol25 dataset; level of theory: ωB97M-V/def2-TZVPD.

The calculation puts the LUMO energy at 0.1534 hartree. The gap between HOMO and LUMO is 7.91 eV. Its electronic energy is -588.4436 Ha. As for the spin multiplicity: 1. Its HOMO energy is -3.74 eV. Its charge is -1. The relative energy (zero: lowest compared OMol25 entry of this formula, charge and spin) is 522.4 kJ/mol.

Atoms and positions in Å:
H  -0.124  0.882  1.912
S  -1.306  0.262  0.976
O  -2.097  -0.589  1.863
C  -0.160  -0.944  -0.767
H  -0.907  -1.858  -0.449
O  -1.883  1.560  0.676
H  -0.624  -0.546  -1.764


2 unconnected molecules or ions with the total composition CH3O3. Source: the OMol25 dataset; level of theory: ωB97M-V/def2-TZVPD.

The calculation puts the LUMO energy at 0.1705 hartree. The gap between HOMO and LUMO is 8.93 eV. Its electronic energy is -265.6893 Ha. As for the spin multiplicity: 1. Its HOMO energy is -4.29 eV. Its charge is -1. The relative energy (zero: lowest compared OMol25 entry of this formula, charge and spin) is 22.3 kJ/mol.

Atoms and positions in Å:
H  0.912  0.079  -0.728
O  -1.209  -0.392  -0.279
O  0.271  -0.224  1.385
H  -1.679  -0.835  1.601
C  -0.838  -0.519  0.900
H  1.074  1.379  -1.478
O  1.469  0.513  -1.401


2 unconnected molecules or ions with the total composition CH3O3 in a non-equilibrium geometry. Source: the OMol25 dataset; level of theory: ωB97M-V/def2-TZVPD.

The calculation puts the LUMO energy at 0.1686 hartree. The gap between HOMO and LUMO is 8.76 eV. Its electronic energy is -265.6765 Ha. As for the spin multiplicity: 1. Its HOMO energy is -4.17 eV. Its charge is -1. The relative energy (zero: lowest compared OMol25 entry of this formula, charge and spin) is 56.1 kJ/mol.

Atoms and positions in Å:
H  0.201  0.027  -1.237
C  0.060  0.441  1.307
H  -0.336  -1.236  -2.127
O  0.263  1.552  1.803
H  -0.597  -0.211  1.960
O  0.670  -0.280  0.451
O  -0.262  -0.293  -2.157


CH3O3P in the gas phase in a non-equilibrium geometry. Source: the OMol25 dataset; level of theory: ωB97M-V/def2-TZVPD.

The calculation puts the LUMO energy (spin up / spin down) at -0.1052 / -0.1051 hartree. The gap between HOMO and LUMO (spin up / spin down) is 8.15 / 8.14 eV. Its electronic energy is -606.8877 Ha. As for the spin multiplicity: 1. Its SMILES is COP(=O)=O. Its HOMO energy (spin up / spin down) is -11.01 / -11.00 eV. Its charge is 0. The relative energy (zero: lowest compared OMol25 entry of this formula, charge and spin) is 361.2 kJ/mol.

Atoms and positions in Å:
O  2.334  1.290  -0.673
C  -0.754  -1.072  0.281
H  -1.165  -0.992  1.392
P  0.913  1.501  -0.419
O  0.283  2.950  -0.527
H  -1.481  -1.007  -0.521
H  -0.545  -2.205  0.327
O  0.416  -0.465  0.139


2 unconnected molecules or ions with the total composition CH3O3S2 in a non-equilibrium geometry. Source: the OMol25 dataset; level of theory: ωB97M-V/def2-TZVPD.

The calculation puts the LUMO energy (spin up / spin down) at 0.1145 / 0.0935 hartree. The gap between HOMO and LUMO (spin up / spin down) is 7.20 / 5.81 eV. Its electronic energy is -1061.9301 Ha. As for the spin multiplicity: 1. Its HOMO energy (spin up / spin down) is -4.09 / -3.27 eV. Its charge is -1. The relative energy (zero: lowest compared OMol25 entry of this formula, charge and spin) is 367.5 kJ/mol.

Atoms and positions in Å:
H  -0.508  -0.950  2.370
H  1.212  -0.270  -1.351
C  0.583  0.194  -0.609
O  -1.264  2.039  -0.241
S  0.329  -2.334  0.928
O  -1.302  0.791  -2.390
S  -0.493  1.368  -1.303
H  1.121  0.597  0.233
O  0.322  -1.435  2.365


A gas-phase ion, CH3O4P (charge -2) in a non-equilibrium geometry. Source: the OMol25 dataset; level of theory: ωB97M-V/def2-TZVPD.

The calculation puts the LUMO energy at 0.2666 hartree. The gap between HOMO and LUMO is 6.33 eV. Its electronic energy is -682.2399 Ha. As for the spin multiplicity: 1. Its SMILES is O=P([O-])([O-])CO. Its HOMO energy is 0.92 eV. Its charge is -2. The relative energy (zero: lowest compared OMol25 entry of this formula, charge and spin) is 13.6 kJ/mol.

Atoms and positions in Å:
H  -0.239  0.940  -0.878
O  -0.561  -1.029  0.024
O  2.537  0.511  -1.332
C  -0.040  0.268  -0.049
O  2.016  -1.580  0.054
P  1.993  -0.078  -0.023
H  0.176  -1.667  -0.038
H  -0.515  0.665  0.930
O  2.538  0.620  1.278


CH3O4P in the gas phase in a non-equilibrium geometry. Source: the OMol25 dataset; level of theory: ωB97M-V/def2-TZVPD.

The calculation puts the LUMO energy at 0.0248 hartree. The gap between HOMO and LUMO is 9.97 eV. Its electronic energy is -682.0924 Ha. As for the spin multiplicity: 1. Its SMILES is OPOC1OO1. Its HOMO energy is -9.30 eV. Its charge is 0. The relative energy (zero: lowest compared OMol25 entry of this formula, charge and spin) is 530.0 kJ/mol.

Atoms and positions in Å:
P  0.637  -0.190  -1.116
H  -0.068  -1.551  -1.496
H  -1.009  0.430  1.895
C  -0.163  -0.022  1.345
O  -0.370  0.343  0.112
H  -0.236  1.717  -1.848
O  0.167  -1.313  1.519
O  -0.068  0.845  -2.203
O  1.109  -0.258  1.790